{"formula": "C16H14BF5MgN6", "method": "ωB97M-V/def2-TZVPD", "species": ["H", "N", "B", "N", "C", "Mg", "H", "C", "H", "C", "H", "C", "H", "H", "H", "N", "N", "N", "N", "C", "C", "H", "H", "C", "C", "C", "C", "H", "H", "H", "H", "H", "F", "C", "C", "C", "F", "C", "F", "C", "F", "C", "F"], "xyz": [[-0.144, 3.116, 1.187], [0.073, 1.734, -0.445], [0.645, 0.785, -2.783], [0.468, 1.940, -1.752], [0.630, 3.254, -1.988], [-0.401, -0.278, 0.238], [0.911, 3.604, -2.961], [0.391, 3.945, -0.800], [0.436, 4.997, -0.643], [0.069, 2.950, 0.141], [1.136, 1.187, -3.805], [-2.255, -2.858, 1.948], [-2.600, -3.198, 2.920], [-1.253, -3.251, 1.773], [-2.935, -3.274, 1.213], [-0.769, 0.214, -3.024], [1.508, -0.359, -2.166], [-1.541, -0.297, -1.991], [1.307, -0.868, -0.891], [-1.416, 0.141, -4.203], [2.522, -1.005, -2.768], [-0.951, 0.485, -5.119], [2.784, -0.775, -3.786], [-2.660, -0.426, -3.965], [3.061, -1.913, -1.857], [-2.689, -0.683, -2.583], [2.290, -1.768, -0.693], [-3.437, -0.608, -4.686], [3.884, -2.577, -2.015], [-3.524, -1.133, -2.058], [2.452, -2.284, 0.242], [-2.238, -1.769, 1.901], [-1.887, 1.108, 2.711], [-0.755, 0.561, 3.253], [0.168, -0.070, 2.442], [1.312, -0.504, 3.086], [2.341, -1.067, 2.392], [1.497, -0.419, 4.492], [2.602, -0.936, 5.055], [0.516, 0.162, 5.293], [0.657, 0.218, 6.637], [-0.615, 0.675, 4.663], [-1.587, 1.246, 5.392]], "lowdin_charge": [0.110, -0.012, -0.497, -0.028, -0.066, 0.847, 0.117, -0.052, 0.085, -0.116, 0.120, -0.028, 0.028, 0.025, 0.020, -0.043, -0.022, 0.021, -0.014, -0.072, -0.063, 0.123, 0.121, -0.069, -0.050, -0.145, -0.123, 0.089, 0.088, 0.104, 0.104, -0.009, 0.027, -0.265, -0.048, -0.237, 0.040, -0.138, 0.099, -0.130, 0.104, -0.140, 0.098], "max_force_ev_per_a": 1.58, "relative_energy_kcal_mol": 0.00, "lumo_energy_ev": 0.14}